The following is a DFT calculation (ωB97M-V/def2-TZVPD) of C45H38IrN8O5P2Se3 as an isolated structure.

Computed properties:
- orbital gap (spin up / spin down) (eV) = 7.60 / 5.43
- energy above the lowest of the compared OMol25 structures with the same formula, charge and spin (eV) = 0.3173
- lowest unoccupied orbital energy (spin up / spin down) (eV) = -0.118 / -2.281
- HOMO level (spin up / spin down) (eV) = -7.72 / -7.71
- multiplicity = 2

CARTESIAN COORDINATES (ANGSTROEM)
Ir1 0.527 0.491 -0.651
O1 0.024 2.274 -1.129
C1 -1.245 2.534 -1.497
C2 -1.432 3.580 -2.396
C3 -2.702 3.932 -2.808
C4 -3.817 3.265 -2.309
C5 -3.637 2.246 -1.396
C6 -2.362 1.851 -0.983
C7 -2.285 0.795 0.012
N1 -1.212 0.185 0.331
N2 -1.232 -0.798 1.294
C8 -0.132 -1.491 1.217
O2 0.834 -1.227 0.388
C9 0.076 -2.613 2.154
C10 1.323 -3.222 2.227
C11 1.536 -4.253 3.129
C12 0.510 -4.670 3.962
C13 -0.736 -4.055 3.897
C14 -0.955 -3.028 2.996
H1 -0.556 4.101 -2.759
H2 -2.825 4.740 -3.517
H3 -4.812 3.547 -2.621
H4 -4.496 1.733 -0.980
H5 -3.188 0.495 0.533
H6 2.124 -2.867 1.594
H7 2.512 -4.714 3.195
H8 0.680 -5.470 4.671
H9 -1.536 -4.380 4.549
H10 -1.916 -2.536 2.935
Se1 2.618 -1.295 5.231
P1 3.152 0.656 4.650
C15 2.708 1.926 5.877
C16 3.112 3.251 5.720
C17 2.876 4.176 6.723
C18 2.264 3.776 7.905
C19 1.888 2.454 8.075
C20 2.105 1.529 7.063
C21 4.950 0.909 4.499
C22 5.488 1.919 3.706
C23 6.855 2.144 3.696
C24 7.694 1.361 4.478
C25 7.162 0.351 5.264
C26 5.793 0.124 5.275
C27 2.556 1.014 2.966
C28 1.450 1.505 2.268
N3 1.677 1.177 0.960
N4 2.840 0.529 0.887
N5 3.373 0.426 2.053
P2 0.237 2.728 2.853
Se2 -1.454 3.298 1.752
C29 -0.270 2.035 4.447
C30 -0.439 0.656 4.527
C31 -1.030 0.088 5.647
C32 -1.470 0.896 6.682
C33 -1.301 2.274 6.606
C34 -0.704 2.844 5.497
C35 1.288 4.209 3.023
C36 2.547 4.279 2.435
C37 3.296 5.446 2.513
C38 2.794 6.551 3.181
C39 1.518 6.504 3.727
C40 0.760 5.350 3.626
H11 3.626 3.569 4.823
H12 3.185 5.204 6.586
H13 2.092 4.496 8.696
H14 1.417 2.136 8.997
H15 1.815 0.494 7.185
H16 4.844 2.519 3.077
H17 7.266 2.927 3.071
H18 8.762 1.536 4.468
H19 7.813 -0.267 5.869
H20 5.370 -0.674 5.874
H21 -0.118 0.011 3.719
H22 -1.134 -0.988 5.699
H23 -1.936 0.456 7.554
H24 -1.628 2.907 7.420
H25 -0.575 3.915 5.460
H26 2.949 3.428 1.901
H27 4.272 5.487 2.047
H28 3.382 7.457 3.251
H29 1.102 7.377 4.214
H30 -0.261 5.348 3.983
O3 0.961 -1.873 -2.352
N6 -0.043 -1.357 -2.811
O4 -0.604 -1.705 -3.824
O5 -0.574 -0.326 -2.175
C41 4.066 -1.530 -1.072
N7 3.791 -1.370 -2.494
C42 4.076 -2.312 -3.454
C43 3.619 -1.833 -4.630
N8 3.052 -0.608 -4.370
C44 2.377 0.222 -5.360
C45 3.146 -0.339 -3.053
Se3 2.448 1.202 -2.239
H31 4.981 -2.107 -0.962
H32 3.232 -2.035 -0.587
H33 4.170 -0.549 -0.619
H34 4.577 -3.232 -3.213
H35 3.642 -2.250 -5.620
H36 2.697 -0.105 -6.346
H37 2.647 1.263 -5.211
H38 1.298 0.111 -5.270

Atoms 1-3, force components in eV/Å:
-0.146 0.302 0.367
-0.246 -0.175 -0.445
-0.008 0.010 0.094

The following is a DFT calculation (ωB97M-V/def2-TZVPD) of C45H39F3GeN2O3PdSi as an isolated structure in a non-equilibrium geometry.

Computed properties:
- orbital gap (spin up / spin down) (eV) = 5.97 / 4.17
- energy above the lowest of the compared OMol25 structures with the same formula, charge and spin (eV) = 0.0000
- lowest unoccupied orbital energy (spin up / spin down) (eV) = -3.287 / -6.671
- HOMO level (spin up / spin down) (eV) = -9.26 / -10.84
- multiplicity = 6
- net charge = +1

CARTESIAN COORDINATES (ANGSTROEM)
Pd1 0.076 -0.296 -0.658
C1 -3.053 0.482 0.380
Si1 -2.578 -0.951 1.519
C2 -3.476 -2.543 1.043
C3 -3.054 -0.446 3.281
N1 -0.842 -1.276 1.395
C4 -0.221 -2.212 2.108
C5 -0.844 -2.913 3.187
C6 -0.199 -3.910 3.872
C7 1.095 -4.297 3.522
C8 1.762 -3.639 2.493
C9 1.124 -2.620 1.842
F1 1.815 -1.954 0.910
H1 -3.633 1.229 0.924
H2 -3.672 0.134 -0.449
H3 -2.196 0.990 -0.058
H4 -4.537 -2.334 0.887
H5 -3.392 -3.299 1.826
H6 -3.065 -2.958 0.122
H7 -3.958 0.166 3.246
H8 -2.267 0.130 3.767
H9 -3.273 -1.313 3.908
H10 -1.853 -2.633 3.457
H11 -0.699 -4.409 4.692
H12 1.587 -5.100 4.053
H13 2.777 -3.899 2.225
F2 2.948 -4.195 -3.148
C10 2.606 -2.932 -3.166
C11 2.017 -2.376 -2.036
C12 1.636 -1.061 -2.080
C13 1.845 -0.270 -3.255
C14 2.450 -0.904 -4.373
F3 2.660 -0.235 -5.505
C15 2.825 -2.211 -4.348
C16 1.365 1.093 -3.263
C17 1.677 2.046 -4.248
C18 1.072 3.288 -4.197
C19 0.158 3.551 -3.190
C20 -0.066 2.572 -2.219
N2 0.543 1.406 -2.240
H14 1.853 -3.002 -1.171
H15 3.264 -2.675 -5.221
H16 2.380 1.814 -5.031
H17 1.303 4.033 -4.946
H18 -0.368 4.494 -3.139
H19 -0.748 2.747 -1.396
C21 5.625 2.535 0.226
C22 4.717 2.415 -0.815
C23 3.411 2.027 -0.553
C24 2.981 1.773 0.749
C25 3.902 1.905 1.786
C26 5.214 2.281 1.526
Ge1 1.067 1.355 1.114
C27 0.137 3.110 0.904
C28 0.810 4.218 0.390
C29 0.146 5.424 0.205
C30 -1.201 5.538 0.516
C31 -1.883 4.443 1.029
C32 -1.217 3.240 1.215
C33 1.021 0.969 3.073
C34 0.123 1.617 3.919
C35 0.076 1.316 5.274
C36 0.931 0.365 5.809
C37 1.856 -0.262 4.986
C38 1.895 0.039 3.633
H20 6.648 2.827 0.025
H21 5.026 2.626 -1.832
H22 2.713 1.933 -1.375
H23 3.593 1.739 2.809
H24 5.915 2.381 2.345
H25 1.864 4.141 0.147
H26 0.687 6.280 -0.182
H27 -1.718 6.477 0.364
H28 -2.933 4.528 1.280
H29 -1.756 2.387 1.611
H30 -0.524 2.390 3.524
H31 -0.632 1.830 5.912
H32 0.889 0.126 6.864
H33 2.558 -0.977 5.401
H34 2.648 -0.432 3.012
O1 -3.889 -0.405 -3.369
C39 -3.718 -1.742 -3.501
C40 -4.610 -2.511 -4.244
C41 -4.452 -3.881 -4.339
C42 -3.413 -4.518 -3.674
C43 -2.522 -3.762 -2.937
C44 -2.647 -2.377 -2.851
C45 -1.618 -1.629 -2.078
O2 -0.947 -2.235 -1.196
O3 -1.393 -0.403 -2.304
H35 -4.646 -0.122 -3.892
H36 -5.437 -2.021 -4.747
H37 -5.147 -4.456 -4.937
H38 -3.307 -5.593 -3.728
H39 -1.692 -4.223 -2.418

Atoms 1-3, force components in eV/Å:
0.703 -0.463 -1.194
0.076 -0.401 -0.013
-0.855 0.013 0.257

The following is a DFT calculation (ωB97M-V/def2-TZVPD) of C45H40AsBF6IN5STl as an isolated structure.

Computed properties:
- orbital gap (eV) = 4.55
- energy above the lowest of the compared OMol25 structures with the same formula, charge and spin (eV) = 0.1782
- lowest unoccupied orbital energy (eV) = -4.661
- HOMO level (eV) = -9.22
- net charge = +1

CARTESIAN COORDINATES (ANGSTROEM)
Tl1 -1.197 -0.581 1.017
C1 -5.281 1.253 -1.012
C2 -4.124 0.419 -0.471
N1 -3.217 1.086 0.468
C3 -3.865 1.567 1.691
C4 -4.378 0.447 2.578
C5 -2.453 2.159 -0.173
C6 -1.243 2.630 0.651
N2 -0.685 1.566 1.466
C7 0.131 1.911 2.504
C8 0.251 1.081 3.634
F1 -0.478 -0.072 3.676
C9 1.041 1.376 4.720
F2 1.036 0.530 5.761
C10 1.820 2.515 4.759
C11 1.754 3.338 3.652
F3 2.520 4.435 3.600
C12 0.942 3.061 2.568
F4 1.001 3.900 1.514
H1 -5.819 0.683 -1.771
H2 -5.997 1.518 -0.234
H3 -4.932 2.173 -1.480
H4 -4.520 -0.472 0.026
H5 -3.507 0.064 -1.303
H6 -3.118 2.137 2.242
H7 -4.684 2.258 1.449
H8 -3.568 -0.237 2.845
H9 -4.780 0.862 3.503
H10 -5.178 -0.125 2.102
H11 -2.131 1.781 -1.144
H12 -3.085 3.037 -0.364
H13 -0.525 3.047 -0.064
H14 -1.550 3.472 1.282
H15 2.458 2.742 5.598
I1 -4.947 -2.750 4.917
C13 -4.291 -3.221 3.014
C14 -5.168 -3.307 1.935
C15 -4.686 -3.596 0.665
C16 -3.339 -3.803 0.491
N3 -2.500 -3.722 1.544
C17 -2.949 -3.435 2.786
H16 -6.227 -3.149 2.089
H17 -5.349 -3.654 -0.185
H18 -2.892 -4.026 -0.466
H19 -2.201 -3.357 3.561
S1 1.070 -0.694 -5.929
C18 0.426 -0.527 -4.274
C19 -0.151 -1.611 -3.628
C20 -0.607 -1.440 -2.330
N4 -0.531 -0.288 -1.671
C21 0.022 0.751 -2.298
C22 0.518 0.678 -3.588
C23 -0.280 0.095 -6.794
C24 -1.399 -0.633 -7.168
C25 -2.435 0.035 -7.804
N5 -2.414 1.335 -8.079
C26 -1.325 2.015 -7.739
C27 -0.232 1.446 -7.099
H20 -0.233 -2.568 -4.122
H21 -1.040 -2.273 -1.786
H22 0.089 1.674 -1.732
H23 0.976 1.542 -4.049
H24 -1.459 -1.696 -6.975
H25 -3.326 -0.504 -8.107
H26 -1.322 3.070 -7.987
H27 0.637 2.042 -6.852
F5 -0.592 -4.176 0.129
B1 -1.012 -3.889 1.331
F6 -0.249 -3.903 2.387
C28 4.357 -3.759 -1.536
C29 3.555 -2.830 -2.186
C30 2.938 -1.823 -1.460
C31 3.124 -1.723 -0.083
C32 3.930 -2.652 0.562
C33 4.543 -3.666 -0.165
As1 2.166 -0.282 0.832
C34 3.088 -0.246 2.532
C35 2.911 -1.110 3.601
C36 3.665 -0.936 4.753
C37 4.573 0.114 4.835
C38 4.740 0.988 3.773
C39 4.000 0.811 2.608
C40 4.103 1.632 1.384
C41 4.948 2.722 1.209
C42 4.986 3.376 -0.013
C43 4.189 2.950 -1.067
C44 3.330 1.872 -0.895
C45 3.288 1.218 0.325
H28 4.839 -4.548 -2.097
H29 3.414 -2.888 -3.258
H30 2.319 -1.097 -1.977
H31 4.098 -2.584 1.629
H32 5.177 -4.380 0.345
H33 2.187 -1.916 3.545
H34 3.537 -1.607 5.591
H35 5.154 0.252 5.737
H36 5.448 1.803 3.854
H37 5.579 3.064 2.019
H38 5.647 4.223 -0.146
H39 4.235 3.459 -2.020
H40 2.711 1.541 -1.720

Atoms 1-3, force components in eV/Å:
0.113 0.019 -0.091
0.004 -0.031 0.000
-0.016 -0.007 0.019

The following is a DFT calculation (ωB97M-V/def2-TZVPD) of C45H40BF4GdI2N3O2P as an isolated structure in a non-equilibrium geometry.

Computed properties:
- orbital gap (spin up / spin down) (eV) = 4.92 / 6.56
- energy above the lowest of the compared OMol25 structures with the same formula, charge and spin (eV) = 3.4394
- lowest unoccupied orbital energy (spin up / spin down) (eV) = -1.828 / -0.272
- HOMO level (spin up / spin down) (eV) = -6.75 / -6.84
- multiplicity = 8

CARTESIAN COORDINATES (ANGSTROEM)
Gd1 0.616 0.287 0.788
I1 1.678 -4.294 6.315
C1 1.220 -3.592 4.380
C2 0.314 -2.579 4.210
C3 0.098 -2.003 2.981
I2 -1.487 -0.408 2.780
C4 0.813 -2.437 1.843
O1 0.506 -1.864 0.619
C5 1.683 -3.515 2.010
C6 2.269 -4.226 0.813
N1 3.262 -3.499 -0.060
C7 4.413 -2.987 0.639
C8 4.201 -1.728 1.508
C9 5.456 -1.209 2.136
C10 5.368 -0.415 3.222
C11 4.019 -0.211 3.789
C12 2.911 0.040 3.096
N2 2.946 0.349 1.683
C13 1.930 -4.078 3.258
H1 -0.253 -2.281 5.088
H2 1.428 -4.368 0.080
H3 2.602 -5.237 1.041
H4 2.775 -2.692 -0.491
H5 5.184 -2.793 -0.102
H6 4.975 -3.757 1.151
H7 6.447 -1.469 1.805
H8 6.220 -0.004 3.693
H9 4.050 -0.102 4.875
H10 1.949 0.139 3.601
H11 2.675 -4.897 3.349
C14 3.445 -0.658 0.739
C15 4.077 -0.010 -0.477
C16 4.445 1.549 -0.402
C17 3.321 -0.305 -1.732
C18 3.852 0.265 -3.041
O2 2.645 0.476 -3.772
C19 1.604 0.328 -2.930
N3 1.841 0.039 -1.741
C20 0.309 0.322 -3.664
C21 0.401 0.165 -5.021
C22 -0.679 -0.005 -5.851
C23 -1.957 -0.010 -5.252
C24 -2.061 0.159 -3.907
C25 -1.015 0.417 -3.047
P1 -1.493 0.686 -1.312
C26 -2.078 2.405 -1.335
C27 -2.313 3.020 -0.084
C28 -2.526 4.378 -0.030
C29 -2.644 5.119 -1.206
C30 -2.502 4.539 -2.440
C31 -2.216 3.183 -2.522
C32 -2.873 -0.487 -1.212
C33 -4.179 -0.008 -1.353
C34 -5.217 -0.908 -1.473
C35 -4.973 -2.263 -1.467
C36 -3.670 -2.717 -1.287
C37 -2.577 -1.843 -1.165
H12 3.368 1.279 1.572
H13 3.446 -1.945 2.273
H14 2.596 -1.192 0.336
H15 5.069 -0.509 -0.639
H16 3.583 2.199 -0.496
H17 5.030 1.826 -1.277
H18 4.985 1.854 0.511
H19 3.359 -1.366 -1.801
H20 4.550 -0.288 -3.611
H21 4.336 1.237 -2.894
H22 1.403 0.228 -5.409
H23 -0.580 -0.094 -6.924
H24 -2.827 -0.204 -5.891
H25 -3.024 -0.035 -3.417
H26 -1.056 2.267 1.523
H27 -2.696 4.829 0.919
H28 -2.812 6.175 -1.035
H29 -2.563 5.075 -3.316
H30 -2.056 2.680 -3.462
H31 -4.324 1.035 -1.370
H32 -6.291 -0.566 -1.462
H33 -5.824 -2.941 -1.456
H34 -3.477 -3.797 -1.263
H35 -1.581 -2.283 -1.132
C38 -2.085 2.205 1.160
C39 -2.913 1.385 1.885
C40 -4.370 1.284 1.724
C41 -4.999 0.022 1.646
C42 -6.332 -0.078 1.475
C43 -7.152 1.072 1.457
C44 -6.571 2.356 1.634
C45 -5.185 2.440 1.773
H36 -4.387 -0.858 1.582
H37 -6.822 -1.063 1.466
H38 -8.223 1.008 1.275
H39 -7.158 3.245 1.603
H40 -4.749 3.405 1.902
F1 1.185 2.464 0.004
B1 1.417 3.305 1.233
F2 1.082 2.344 2.287
F3 0.660 4.432 1.253
F4 2.756 3.559 1.241

Atoms 1-3, force components in eV/Å:
-0.347 0.138 -0.489
-0.132 0.003 -0.343
1.448 -0.773 -0.716

The following is a DFT calculation (ωB97M-V/def2-TZVPD) of C45H40F4N5O4ScTe as an isolated structure.

Computed properties:
- orbital gap (eV) = 7.59
- energy above the lowest of the compared OMol25 structures with the same formula, charge and spin (eV) = 0.1780
- lowest unoccupied orbital energy (eV) = 0.070
- HOMO level (eV) = -7.52

CARTESIAN COORDINATES (ANGSTROEM)
Sc1 1.168 -1.389 0.458
C1 0.371 -1.732 4.245
N1 -0.547 -2.714 3.705
C2 -1.478 -2.185 2.746
C3 0.027 -3.999 3.344
C4 0.578 -4.181 1.926
N2 1.575 -3.181 1.553
C5 2.869 -3.503 1.293
C6 3.772 -2.434 1.108
F1 3.226 -1.156 1.227
C7 5.092 -2.533 0.755
F2 5.803 -1.413 0.581
C8 5.675 -3.774 0.592
C9 4.843 -4.860 0.785
F3 5.341 -6.096 0.633
C10 3.505 -4.752 1.114
F4 2.818 -5.909 1.234
H1 -0.202 -0.916 4.692
H2 1.069 -1.291 3.522
H3 0.965 -2.189 5.037
H4 -1.981 -1.307 3.157
H5 -2.234 -2.932 2.496
H6 -1.034 -1.868 1.781
H7 -0.746 -4.768 3.473
H8 0.814 -4.220 4.068
H9 -0.247 -4.144 1.206
H10 0.969 -5.193 1.878
H11 6.714 -3.889 0.326
O1 -0.124 -2.409 -0.773
N3 0.212 -2.694 -1.980
N4 1.384 -2.309 -2.246
O2 2.132 -1.701 -1.348
C11 1.866 -2.406 -3.600
C12 2.138 -1.224 -4.269
C13 2.584 -1.305 -5.578
C14 2.750 -2.544 -6.185
C15 2.468 -3.712 -5.491
C16 2.020 -3.650 -4.178
H12 1.966 -0.275 -3.778
H13 2.793 -0.396 -6.127
H14 3.098 -2.601 -7.208
H15 2.599 -4.674 -5.968
H16 1.795 -4.543 -3.612
C17 -2.643 4.965 0.718
C18 -1.818 3.715 0.848
C19 -1.342 3.277 2.077
C20 -0.557 2.132 2.207
C21 0.007 1.772 3.544
O3 1.180 1.503 3.680
C22 -0.908 1.812 4.731
C23 -2.279 1.617 4.602
C24 -3.086 1.575 5.730
C25 -2.524 1.749 6.987
C26 -1.156 1.951 7.119
C27 -0.347 1.972 5.995
C28 -0.251 1.374 1.073
O4 0.475 0.263 1.140
C29 -0.727 1.805 -0.173
C30 -1.503 2.950 -0.272
C31 -0.400 1.018 -1.401
N5 0.760 0.949 -1.921
C32 1.878 1.685 -1.341
C33 1.835 3.166 -1.684
Te1 1.563 3.629 -3.758
C34 -0.518 3.864 -3.546
C35 -1.027 4.992 -2.904
C36 -2.393 5.126 -2.702
C37 -3.264 4.138 -3.144
C38 -2.764 3.019 -3.792
C39 -1.396 2.884 -3.996
C40 -1.515 0.278 -2.061
C41 -2.746 0.126 -1.433
C42 -3.766 -0.586 -2.051
C43 -3.561 -1.147 -3.301
C44 -2.330 -1.004 -3.932
C45 -1.314 -0.298 -3.315
H17 -2.812 5.429 1.689
H18 -3.617 4.753 0.273
H19 -2.150 5.701 0.079
H20 -1.576 3.850 2.968
H21 -2.714 1.481 3.619
H22 -4.149 1.405 5.628
H23 -3.153 1.724 7.868
H24 -0.721 2.086 8.101
H25 0.724 2.101 6.076
H26 -1.866 3.248 -1.252
H27 2.792 1.238 -1.739
H28 1.927 1.595 -0.250
H29 2.748 3.662 -1.357
H30 0.997 3.656 -1.188
H31 -0.353 5.767 -2.561
H32 -2.778 6.006 -2.200
H33 -4.329 4.243 -2.985
H34 -3.435 2.239 -4.129
H35 -1.011 1.998 -4.481
H36 -2.908 0.561 -0.455
H37 -4.720 -0.703 -1.553
H38 -4.355 -1.702 -3.783
H39 -2.164 -1.450 -4.904
H40 -0.345 -0.185 -3.786

Atoms 1-3, force components in eV/Å:
0.208 -0.581 0.376
0.038 0.027 0.054
0.006 -0.029 -0.054